(1)
Formula: C6H6N2O2
Source: the OMol25 dataset
Level of theory: ωB97M-V/def2-TZVPD

```
16
Properties=species:S:1:pos:R:3:forces:R:3:nbo_charge:R:1
O -0.99128 2.38212 0.68721 -0.943 -2.116 -1.974 -0.57
O 1.09377 -1.50545 1.20453 0.060 -1.475 0.901 -0.60
N -0.63712 -1.36492 -0.26515 0.180 -4.263 0.503 -0.60
N -0.20278 0.34089 1.02770 0.257 0.786 1.459 -0.63
C -1.08432 1.19736 0.30059 0.978 2.452 3.623 0.63
C -2.06261 0.47721 -0.46265 -1.441 0.293 -2.428 -0.39
C 0.12989 -0.94546 0.76523 0.488 3.466 -0.045 0.77
C 2.44389 0.17488 -0.62652 -2.071 -3.697 -0.156 -0.26
C -1.81428 -0.84679 -0.62279 -0.957 2.392 -0.759 0.09
C 3.18719 1.08163 -0.56154 1.461 2.164 0.337 -0.23
H 0.21279 0.75229 1.87930 -0.114 -0.023 -1.133 0.44
H -0.64957 -2.36248 -0.11349 0.016 -0.617 -1.028 0.41
H 3.81257 1.92148 -0.39331 0.086 0.105 -0.192 0.23
H 1.87709 -0.78310 -0.56139 1.102 1.669 -0.473 0.24
H -2.86760 1.00336 -1.11046 1.385 -0.953 1.756 0.26
H -2.44761 -1.52302 -1.14726 -0.486 -0.183 -0.391 0.22
```
Forces are in eV/Å.

- Multiplicity: 1
- Relative energy (zero: lowest compared OMol25 entry of this formula, charge and spin): 63.2 kcal per mole
- SMILES string: O=c1cc[nH]c(=O)[nH]1.C#C
- HOMO-LUMO gap: 9.89 eV
- E_HOMO: -9.905 eV
- Net charge: 0



(2)
Formula: C6H6N2O2
Source: the OMol25 dataset
Level of theory: ωB97M-V/def2-TZVPD

```
16
Properties=species:S:1:pos:R:3:forces:R:3:nbo_charge:R:1
O -3.85810 -0.15616 -0.35771 -2.393 0.479 -0.005 -0.60
O 0.00124 2.38330 -0.20613 -3.870 -2.131 1.434 -0.58
N -2.09967 1.12968 0.25531 0.760 4.473 -0.238 -0.66
N -1.95346 -1.18186 -0.04636 0.494 -1.492 0.597 -0.61
C -2.71778 -0.08261 -0.02788 -0.170 0.470 -0.769 0.78
C 4.39929 -0.58965 -0.06678 -3.730 5.105 -0.993 -0.21
C 0.01857 0.07851 0.33049 3.881 2.786 -0.689 -0.38
C 3.69084 0.39624 -0.24441 0.681 -2.352 1.342 -0.24
C -0.71307 1.39568 0.13549 3.532 -1.375 -0.706 0.66
C -0.57567 -1.05746 0.17032 -1.833 -4.724 -1.535 0.04
H 2.85631 1.04652 -0.02159 0.660 0.218 -0.634 0.24
H 5.06261 -1.31685 0.02146 2.517 -2.822 0.249 0.21
H -0.15256 -2.07936 -0.05542 0.395 1.526 0.792 0.22
H -2.49583 -2.08570 -0.24525 1.541 2.032 0.460 0.45
H 1.19792 0.08005 0.19028 -2.955 0.104 0.722 0.25
H -2.66064 2.03967 0.16819 0.493 -2.298 -0.027 0.44
```
Forces are in eV/Å.

- Multiplicity: 1
- Relative energy (zero: lowest compared OMol25 entry of this formula, charge and spin): 73.1 kcal per mole
- SMILES string: O=c1cc[nH]c(=O)[nH]1.C#C
- HOMO-LUMO gap: 10.17 eV
- E_HOMO: -9.684 eV
- Net charge: 0



(3)
Formula: C6H6N2O2
Source: the OMol25 dataset
Level of theory: ωB97M-V/def2-TZVPD

```
16
Properties=species:S:1:pos:R:3:forces:R:3:lowdin_spin:R:1
O 0.41718 -2.09654 1.42944 2.063 -5.797 3.480 0.21
O 0.94128 0.48228 -3.22193 0.043 -0.584 0.206 0.03
N -0.48830 -1.20401 1.43294 -3.292 3.883 -0.249 0.32
N 1.65482 -0.32047 -1.16671 1.352 -0.743 -1.848 0.39
C -1.00967 0.64683 0.12366 -2.390 2.929 -1.776 0.42
C -1.93504 1.19277 1.11031 0.432 -0.997 1.818 0.07
C 0.90797 -0.95640 -0.34706 -1.207 0.630 1.918 0.08
C -0.26381 -0.42020 0.38761 1.247 -2.214 -0.584 0.08
C 1.54021 0.55642 -2.17454 0.268 2.700 0.702 0.05
C 1.24235 -2.02867 0.46724 0.390 2.366 -3.062 0.28
H -1.38601 2.05761 1.43706 -0.267 1.080 0.393 0.02
H 2.05513 -2.63377 0.33228 1.681 -1.801 0.305 0.01
H -0.97335 1.26580 -0.76825 0.694 -0.592 -0.271 0.02
H 2.12551 1.52230 -1.88808 -0.480 -1.223 -0.595 0.01
H -2.97089 1.42984 0.87824 0.192 -0.025 -0.397 0.01
H -1.85738 0.50622 1.96779 -0.725 0.389 -0.040 0.00
```
Forces are in eV/Å.

- Multiplicity: 3
- Relative energy (zero: lowest compared OMol25 entry of this formula, charge and spin): 0.0 kcal per mole
- HOMO-LUMO gap (alpha / beta): 8.63 / 7.50 eV
- E_HOMO (alpha / beta): -7.865 / -9.699 eV
- Net charge: 0



(4)
Formula: C6H6N2O3S
Source: the OMol25 dataset
Level of theory: ωB97M-V/def2-TZVPD

```
18
Properties=species:S:1:pos:R:3:forces:R:3:nbo_charge:R:1
S 2.27458 -0.51663 -0.48236 2.261 0.702 -1.052 1.70
O 3.35589 0.45103 -0.56604 -0.534 -0.599 0.368 -0.86
O 1.72755 -0.87233 -1.75737 -0.398 -0.347 -0.058 -0.86
O 0.55463 0.77905 1.47092 1.427 1.200 0.159 -0.50
N -0.60632 -3.21710 -0.47096 -1.511 -3.300 -1.150 -0.67
N 0.13465 -1.31228 0.64832 -0.587 0.278 -0.534 -0.58
C -1.42692 1.24709 -0.39029 2.874 1.194 0.136 -0.20
C -0.46796 -2.15426 0.00444 2.227 1.734 1.464 0.67
C -1.57475 0.28327 0.50168 -2.117 0.142 0.535 -0.24
C 0.88031 1.63392 0.39791 -3.867 -0.637 1.256 0.10
C -0.09691 1.98958 -0.45678 -0.176 -1.963 0.687 -0.30
C -0.42961 -0.18013 1.34631 -0.075 -0.947 -1.295 0.21
H -0.98925 -3.52767 -1.32931 -0.132 -0.002 -0.673 0.41
H 0.22495 2.68910 -1.17728 -0.378 0.684 -1.002 0.23
H -2.60794 -0.14580 0.49609 1.263 -0.235 0.548 0.23
H 1.80019 2.10064 0.55558 1.240 0.513 0.031 0.22
H -2.20530 1.42408 -1.08286 -0.574 0.555 -0.560 0.22
H -0.54780 -0.67156 2.29198 -0.941 1.027 1.139 0.21
```
Forces are in eV/Å.

- Multiplicity: 1
- Relative energy (zero: lowest compared OMol25 entry of this formula, charge and spin): 89.6 kcal per mole
- HOMO-LUMO gap: 8.41 eV
- E_HOMO: -9.021 eV
- Net charge: 0



(5)
Formula: C6H6N2O4
Source: the OMol25 dataset
Level of theory: ωB97M-V/def2-TZVPD

```
18
Properties=species:S:1:pos:R:3:forces:R:3:nbo_charge:R:1
O -0.91984 -1.43012 1.39008 1.602 -0.105 -1.315 -0.53
O -2.97510 0.50037 -0.27830 0.650 0.012 -0.333 -0.39
O -2.64963 -1.28837 2.87024 -1.468 0.367 1.020 -0.50
O -2.35847 -1.18971 -1.47621 0.177 0.553 0.007 -0.38
N -2.11705 -0.14244 -0.88195 -1.621 -1.452 -0.044 0.49
N 2.61830 -0.30226 0.08297 1.548 -1.035 1.017 -0.85
C -0.77900 0.26099 -0.78573 4.046 0.737 0.759 0.00
C 0.37290 -0.46774 -1.06756 -2.952 2.203 0.278 -0.06
C 0.94706 1.52061 0.08893 -0.075 0.582 0.890 -0.19
C -0.38077 1.48051 0.01755 -0.510 -0.572 -1.121 -0.21
C 1.59355 0.39465 -0.63646 -1.235 -2.621 0.958 -0.13
C -1.80428 -1.31933 2.10287 -0.243 -0.474 0.689 1.03
H 1.44697 2.19003 0.78998 0.275 -0.057 -0.671 0.23
H 0.30192 -1.41941 -1.55909 0.513 -0.267 -0.124 0.24
H 3.34999 -0.81038 -0.45643 -1.288 0.701 0.568 0.38
H 2.37769 -0.80829 0.95326 -0.051 0.593 -1.114 0.38
H -1.06438 2.22720 0.40680 0.021 -0.356 0.059 0.24
H 2.04013 0.60369 -1.56096 0.611 1.192 -1.526 0.24
```
Forces are in eV/Å.

- Multiplicity: 1
- Relative energy (zero: lowest compared OMol25 entry of this formula, charge and spin): 58.6 kcal per mole
- SMILES string: N[C@@H]1C=CC([N+](=O)[O-])=C1.O=C=O
- HOMO-LUMO gap: 8.41 eV
- E_HOMO: -9.195 eV
- Net charge: 0



(6)
Formula: C6H6N3
Source: the OMol25 dataset
Level of theory: ωB97M-V/def2-TZVPD

```
15
Properties=species:S:1:pos:R:3:forces:R:3:nbo_charge:R:1
N -3.52689 -2.48608 0.67270 1.408 1.507 -0.248 -0.04
N -2.50420 0.93461 1.62453 -0.397 -2.798 -1.425 -0.10
N -0.47264 -0.67838 -0.02717 -0.836 2.715 1.991 -0.31
C -1.57649 1.72365 1.61147 3.059 3.289 -0.621 -0.03
C -2.67347 -1.69554 0.51247 -1.853 -2.886 -0.048 0.08
C -0.20104 1.63140 0.94726 -1.747 -1.700 -0.029 -0.18
C 0.27074 -1.77151 -0.50147 0.837 -4.382 -2.471 -0.48
C -1.68390 -0.79205 0.36055 0.130 3.565 1.681 0.43
C 0.21779 0.60021 0.21193 -1.016 -0.059 0.905 0.01
H 0.46102 2.44328 1.12922 0.359 0.501 -0.059 0.27
H 1.45984 -1.77539 -0.48674 -2.770 0.212 1.013 0.29
H -0.35352 -2.73641 -0.16301 2.268 1.810 -0.300 0.27
H -1.66096 2.80017 2.01790 -0.601 -1.682 0.057 0.28
H 0.09070 -1.83384 -1.59450 0.112 0.217 0.286 0.26
H 1.20986 0.62371 -0.12934 1.048 -0.308 -0.731 0.25
```
Forces are in eV/Å.

- Multiplicity: 1
- Relative energy (zero: lowest compared OMol25 entry of this formula, charge and spin): 132.0 kcal per mole
- HOMO-LUMO gap (alpha / beta): 8.16 / 8.42 eV
- E_HOMO (alpha / beta): -14.691 / -14.893 eV
- Net charge: +1



(7)
Formula: C6H6N3O2
Source: the OMol25 dataset
Level of theory: ωB97M-V/def2-TZVPD

```
17
Properties=species:S:1:pos:R:3:forces:R:3:lowdin_spin:R:1
O 3.80734 -1.19378 0.47982 -0.161 -0.278 -0.224 0.02
O 4.64103 0.68473 -0.22072 -0.921 -0.247 -0.134 0.04
N 3.73986 -0.07024 0.05583 -0.739 1.576 0.377 0.02
N 1.32125 -0.48270 0.27427 4.123 -0.694 -0.318 0.15
N -1.17312 3.69237 0.44997 -1.202 1.931 0.448 0.00
C -0.59980 2.77568 0.12460 2.109 -4.100 0.168 0.03
C 2.27989 0.49506 -0.03260 1.282 -7.702 1.822 0.46
C 0.09706 0.01640 0.18380 -3.147 1.784 0.999 0.39
C 0.22606 1.52776 -0.22890 -0.338 0.401 0.776 0.12
C -1.17823 -0.72063 0.43969 4.014 -3.419 -0.831 0.06
C 1.70178 1.71588 -0.22640 -2.326 1.475 0.246 0.58
H -2.00625 -0.13745 0.41484 -2.413 2.026 1.395 0.00
H -0.02322 1.37901 -1.22222 -0.748 0.367 -2.872 0.05
H 2.15508 2.53410 -0.63226 1.281 2.119 -0.763 0.03
H 1.57742 -1.55163 0.50890 -0.386 3.162 -0.686 0.00
H -1.48688 -1.40009 -0.38362 0.776 0.185 -0.429 0.03
H -0.90820 -1.53879 1.18238 -1.203 1.415 0.025 0.02
```
Forces are in eV/Å.

- Multiplicity: 3
- HOMO-LUMO gap (alpha / beta): 6.46 / 7.44 eV
- E_HOMO (alpha / beta): -12.249 / -16.381 eV
- Net charge: +1



(8)
Formula: C6H6N3OP
Source: the OMol25 dataset
Level of theory: ωB97M-V/def2-TZVPD

```
17
Properties=species:S:1:pos:R:3:forces:R:3:nbo_charge:R:1
P -0.58405 1.04831 -0.57866 3.095 -2.442 2.575 1.96
O -1.11927 2.26124 -1.04983 -1.526 3.605 -2.463 -1.00
N 1.07523 -0.23444 1.07031 1.215 0.406 -0.943 -0.37
N -2.08899 -1.39903 -0.37965 1.234 1.044 -0.934 -0.26
N 0.58243 -0.35496 -1.35745 0.775 0.779 -2.409 -0.49
C 1.88329 1.05689 0.89236 -2.250 -1.312 -0.209 -0.27
C 1.87913 -0.69587 -1.35766 -2.271 1.733 0.898 0.05
C 0.40727 0.98359 0.83316 0.568 0.002 -0.464 -0.38
C 1.11650 -1.01669 -0.22534 -0.727 -4.096 3.037 0.01
C -2.96177 -0.62819 0.47794 2.381 0.570 3.374 -0.26
C -1.74906 -0.16819 -0.24557 -2.746 -3.187 0.753 -0.20
H 0.75669 -2.07310 -0.04218 0.525 1.314 -0.112 0.21
H -2.89250 -0.78666 1.60731 0.082 0.033 -1.566 0.18
H 2.47707 1.12080 0.00595 0.239 0.177 -0.685 0.18
H 2.34450 1.33477 1.77784 0.795 0.659 1.437 0.22
H -3.87357 -0.26611 0.20714 -2.540 0.518 -1.273 0.18
H 2.74710 -0.18236 -1.63567 1.151 0.197 -1.015 0.22
```
Forces are in eV/Å.

- Multiplicity: 1
- Relative energy (zero: lowest compared OMol25 entry of this formula, charge and spin): 160.9 kcal per mole
- HOMO-LUMO gap (alpha / beta): 7.34 / 7.31 eV
- E_HOMO (alpha / beta): -8.307 / -8.295 eV
- Net charge: 0



- What is the net charge in the fifth record?
  0



- What is the formula in the fourth record?
  C6H6N2O3S